Record 1
C43H49CsFN8O5S as an isolated structure, computed with wB97M-V/def2-TZVPD.

Properties
Total charge: +1
DFT total energy: -81636.753 eV

XYZ file:
```
108
Properties=species:S:1:pos:R:3:forces:R:3
Cs 21.973 10.792 9.421 0.3 0.0 0.0
S 20.141 5.486 7.162 0.0 -0.2 -0.2
F 15.098 9.045 11.901 -0.7 -0.3 0.5
O 24.403 12.479 10.162 0.9 -0.3 0.0
O 19.879 13.716 7.841 0.8 0.3 -0.1
O 20.510 11.669 7.070 0.2 0.0 0.0
O 19.171 10.835 9.856 -1.0 0.0 -0.5
O 26.403 10.296 12.709 0.5 0.0 0.2
N 16.021 11.987 7.426 0.0 -0.7 0.5
N 12.954 10.695 10.920 -0.4 -1.4 0.3
N 28.324 12.027 11.203 -0.8 -0.4 0.4
N 20.935 7.795 7.872 0.4 -0.3 0.8
N 28.565 10.694 13.990 0.9 0.6 0.2
N 21.621 13.400 12.236 -0.2 -0.6 0.5
N 10.838 9.869 12.522 -0.9 -0.7 0.1
N 23.122 9.765 12.407 -2.2 1.1 0.0
C 10.765 9.523 11.061 0.3 -1.2 0.1
C 27.215 8.782 14.368 0.1 -0.2 0.0
C 19.746 12.518 7.574 -0.9 0.1 0.1
C 17.327 12.278 7.133 -0.5 0.7 -0.4
C 27.005 7.522 15.022 1.6 0.8 0.2
C 12.204 9.464 10.523 -0.5 0.9 0.3
C 15.718 11.332 8.594 1.3 0.7 0.6
C 15.309 9.877 10.857 -0.6 0.5 0.7
C 20.898 6.540 8.242 0.4 0.8 0.7
C 14.095 11.215 6.098 -0.5 -0.1 -0.7
C 12.971 10.899 12.393 0.3 0.8 -0.7
C 14.973 12.378 6.533 -1.0 0.4 0.1
C 23.891 14.159 11.645 0.1 0.7 -0.6
C 16.584 10.098 10.516 0.6 0.0 -0.2
C 24.303 15.295 12.251 1.3 -1.3 -0.5
C 18.340 12.028 7.974 2.0 -0.3 -1.2
C 29.444 12.889 13.328 0.0 -1.0 0.4
C 22.820 10.416 13.691 0.9 0.2 0.1
C 29.713 11.623 14.152 -1.2 -0.4 0.7
C 28.358 9.573 14.614 0.4 -0.9 1.0
C 25.698 15.626 12.480 0.4 -0.8 -0.3
C 24.023 8.922 12.247 1.3 -0.1 0.6
C 29.442 12.724 11.805 0.6 -0.9 -0.3
C 25.883 6.798 14.891 -0.9 0.0 -0.2
C 16.818 10.891 9.394 0.1 -0.6 0.0
C 22.421 13.889 11.394 1.5 -0.1 1.5
C 26.089 16.839 13.278 0.8 0.0 -0.1
C 26.265 13.510 11.346 0.2 -0.4 0.0
C 23.207 11.942 13.681 -0.4 -0.9 -0.8
C 26.636 14.714 12.066 0.3 0.3 0.3
C 14.247 10.631 10.317 0.0 -0.7 0.7
C 11.538 11.132 12.751 0.4 0.0 2.0
C 20.347 7.958 6.649 1.0 0.0 0.3
C 24.864 13.309 10.961 -1.1 0.1 0.4
C 22.080 12.994 13.600 1.0 0.6 -1.4
C 26.272 9.246 13.407 -1.2 0.6 -0.6
C 24.899 7.379 14.056 -1.0 0.2 -1.4
C 19.902 6.813 6.128 -0.7 -0.9 -0.5
C 18.241 11.191 9.116 -0.9 0.4 0.3
C 25.550 5.452 15.494 0.5 0.4 -0.2
C 14.413 11.299 9.155 2.3 -0.6 -0.2
C 25.044 8.499 13.269 0.2 -1.3 1.0
C 27.012 12.369 11.110 0.7 -0.1 -0.2
H 25.422 17.008 14.103 -0.6 0.2 0.2
H 13.582 11.776 8.758 -1.2 1.0 -0.8
H 14.347 13.133 7.017 0.1 0.1 0.1
H 13.052 11.466 5.859 0.4 0.5 0.0
H 11.102 11.900 12.181 -0.6 0.9 -1.0
H 27.708 14.862 12.342 -1.1 0.0 -0.3
H 26.216 17.767 12.697 -0.3 -0.4 0.1
H 30.617 11.129 13.834 0.4 -0.2 -0.3
H 27.051 16.642 13.761 0.1 0.1 -0.2
H 13.397 10.064 13.007 -0.1 0.6 -0.5
H 23.707 12.099 14.619 0.6 0.3 0.2
H 21.336 6.172 9.168 -0.2 0.2 -0.2
H 9.901 9.890 12.927 0.0 0.0 -0.1
H 15.466 12.865 5.707 -0.1 0.1 -0.4
H 23.871 12.071 12.820 0.2 0.1 0.6
H 10.275 8.515 11.010 0.3 1.1 -0.2
H 22.416 13.900 14.123 -0.1 -0.2 0.0
H 30.294 13.511 13.606 -0.4 0.7 -0.1
H 12.711 8.585 10.897 0.1 -0.5 0.3
H 11.361 11.385 13.802 0.4 0.0 -0.1
H 14.498 10.758 5.208 0.2 -0.3 -0.2
H 17.459 12.844 6.178 0.0 -0.6 1.0
H 12.180 9.363 9.429 0.0 0.3 0.3
H 17.405 9.691 11.122 -0.3 0.2 -0.5
H 25.014 4.830 14.729 0.6 0.3 0.9
H 13.504 11.857 12.584 0.0 -0.9 0.0
H 19.452 6.635 5.193 -0.4 0.0 -0.9
H 11.356 9.160 13.051 -0.1 -0.2 -0.2
H 21.198 12.640 14.055 -1.0 -0.4 0.9
H 23.978 6.806 13.927 0.0 0.1 0.1
H 20.463 8.887 6.129 -0.4 0.5 0.0
H 29.102 9.261 15.392 -0.6 0.2 -0.7
H 10.163 10.319 10.621 0.1 -0.2 -0.2
H 27.885 7.215 15.568 -0.1 -0.5 0.5
H 29.429 13.683 11.384 0.1 1.7 -0.5
H 23.367 9.874 14.484 -0.1 0.4 0.0
H 27.790 10.891 13.341 -0.3 0.3 -0.5
H 26.492 5.026 15.847 -0.2 -0.5 -0.3
H 23.536 15.914 12.569 -1.2 1.5 0.9
H 21.768 10.384 13.963 -0.3 -0.5 -0.5
H 30.364 12.259 11.377 -0.6 0.2 0.7
H 13.997 10.463 6.861 0.3 -0.4 0.3
H 29.859 11.840 15.244 -0.3 0.0 -1.0
H 22.048 14.177 10.447 -0.5 0.2 -1.1
H 28.472 11.044 11.016 0.0 0.2 0.1
H 24.159 8.527 11.236 0.0 -0.1 0.0
H 24.949 5.595 16.393 -0.3 -0.2 -0.2
H 28.444 13.282 13.607 0.8 0.2 0.2
H 26.445 11.500 10.788 -0.1 0.4 -0.3
```
Positions in Å, forces in eV/Å.



Record 2
C43H49N3OP2ReSe2 as an isolated structure, computed with wB97M-V/def2-TZVPD.

Properties
<S²>: 3.778
DFT total energy: -203303.293 eV
Multiplicity: 4

XYZ file:
```
101
Properties=species:S:1:pos:R:3:forces:R:3
Re -0.152 0.082 0.076 0.6 1.0 3.9
Se 5.765 1.052 -3.804 0.1 0.2 0.1
Se -1.174 1.724 -1.551 -0.7 0.3 0.5
P 3.820 0.475 -4.375 1.8 -0.1 0.4
P 0.457 1.890 -2.939 -0.3 -0.3 0.7
O -0.826 -1.129 -0.998 -0.6 -1.6 -0.6
N 1.449 0.063 -1.198 0.9 0.2 -0.6
N 3.304 -0.685 -1.987 0.3 0.0 -0.3
N 2.462 -0.769 -1.001 -0.3 0.0 0.2
C 2.852 0.230 -2.867 -0.7 0.2 -0.4
C 2.598 -1.719 -5.542 -0.2 0.0 0.1
C 1.654 0.724 -2.364 0.3 0.0 -0.4
C 2.278 3.837 -2.237 0.2 -0.2 0.2
C -1.073 -0.261 2.261 -0.5 0.1 -1.0
C 3.232 1.704 -5.568 -0.7 -0.4 0.2
C 0.212 4.626 -3.192 -0.2 0.0 -0.2
C -1.564 2.285 2.641 0.2 -0.4 0.0
C 0.832 0.961 2.643 -0.1 0.1 -0.4
C 2.804 1.324 -6.832 -0.1 -0.2 -0.1
C 4.956 -3.076 -6.008 0.0 -0.2 -0.1
C -1.238 0.604 -6.957 0.0 0.0 -0.1
C -0.171 -2.681 2.630 0.0 -0.2 -0.3
C 1.171 -3.388 2.451 0.1 0.0 0.0
C -1.316 2.888 4.027 0.0 -0.1 0.2
C 2.457 3.627 -7.410 0.0 0.1 -0.1
C 3.813 -1.150 -5.172 -0.7 0.3 0.0
C 1.784 3.330 2.291 0.0 0.1 0.0
C 3.287 3.051 -5.237 0.1 0.2 0.2
C -3.005 1.768 2.620 -0.1 -0.2 0.0
C -0.754 1.892 -6.818 -0.1 0.0 -0.2
C -1.487 3.373 1.578 0.1 0.3 0.1
C -1.199 -0.277 -5.883 -0.1 -0.1 -0.1
C 1.034 3.581 -2.792 0.3 -0.3 -0.5
C -0.190 1.425 -4.541 0.5 0.4 -0.2
C -0.688 -2.944 4.050 0.0 0.1 0.1
C -0.225 2.307 -5.609 0.0 0.2 0.0
C -0.589 1.088 2.445 0.0 0.3 -0.7
C 0.648 5.928 -3.054 0.0 0.2 0.0
C -0.679 0.130 -4.673 0.0 -0.3 0.3
C 1.126 -0.430 2.676 0.1 0.2 -0.5
C 2.565 -2.961 -6.146 -0.2 0.0 -0.1
C -1.172 -3.244 1.620 0.0 -0.1 -0.1
C 4.990 -1.831 -5.403 0.4 -0.1 -0.1
C 2.894 4.009 -6.150 0.0 0.1 0.0
C 3.260 1.388 2.212 0.1 0.0 -0.1
C 2.241 2.058 4.393 0.0 0.0 0.1
C 2.419 2.286 -7.750 0.0 0.1 -0.2
C 1.992 1.938 2.883 -0.1 0.1 -0.1
C -0.019 -1.190 2.450 -0.3 -0.1 -0.5
C 2.709 5.144 -2.098 0.1 0.2 0.1
C 1.898 6.188 -2.510 0.0 0.1 0.0
C 3.748 -3.641 -6.381 0.1 -0.1 -0.1
H 2.087 1.985 -8.735 0.0 0.0 0.0
H 2.525 1.092 4.816 0.0 0.0 0.0
H 0.012 6.744 -3.368 0.0 0.0 0.0
H -1.327 -4.312 1.792 0.0 0.0 0.1
H -0.494 3.797 1.469 0.0 0.0 0.0
H 1.667 -1.190 -5.357 0.0 0.0 0.0
H 2.155 4.377 -8.130 0.0 0.0 0.0
H 1.045 -4.468 2.553 0.0 0.0 0.0
H -1.648 0.280 -7.904 0.0 0.0 0.0
H 3.045 2.772 4.595 0.0 -0.1 0.0
H 1.586 3.271 1.216 0.0 0.0 0.0
H -3.156 0.980 3.360 0.0 0.0 0.0
H -0.004 -2.533 4.796 0.0 0.0 0.0
H 1.597 -3.183 1.466 0.0 0.0 0.0
H -1.579 -1.284 -5.990 0.0 0.0 0.0
H 3.599 0.457 2.662 0.0 0.0 0.0
H -2.172 4.192 1.824 0.0 -0.1 0.1
H 1.349 2.397 4.918 0.0 0.0 0.0
H -1.668 -2.485 4.202 0.0 0.0 0.0
H 2.093 -0.849 2.903 0.0 0.0 -0.2
H 1.890 -3.067 3.208 0.0 0.0 0.0
H 2.237 7.210 -2.402 0.0 0.0 0.0
H 3.729 -4.615 -6.853 0.0 0.0 0.0
H 0.159 3.315 -5.510 0.1 -0.1 0.0
H -0.783 -4.019 4.230 0.0 0.0 0.0
H -1.370 2.113 4.796 0.0 0.0 0.0
H -3.700 2.580 2.847 0.1 0.0 0.0
H 5.881 -3.607 -6.189 0.0 0.0 0.0
H -2.070 3.646 4.254 0.0 0.0 -0.1
H 2.692 3.924 2.427 0.0 -0.1 0.0
H -2.082 -0.540 1.992 -0.1 0.0 0.6
H -3.273 1.368 1.638 0.0 0.0 0.0
H 0.980 3.876 2.775 0.0 0.0 -0.1
H 3.669 3.353 -4.271 0.1 -0.1 -0.1
H -0.784 2.576 -7.655 0.0 0.0 0.0
H 2.775 0.280 -7.117 0.0 0.0 0.1
H -2.144 -2.752 1.707 0.0 0.0 0.0
H 3.087 1.204 1.148 0.0 0.0 0.0
H 2.942 5.057 -5.884 0.0 0.0 0.0
H -0.817 -3.110 0.595 -0.1 0.0 0.1
H -0.654 -0.556 -3.829 0.0 0.1 0.0
H 3.681 5.347 -1.669 0.0 0.0 0.0
H 2.917 3.022 -1.911 0.0 0.0 -0.1
H -0.769 4.429 -3.608 0.0 0.0 0.0
H -0.340 3.361 4.107 0.0 0.0 0.0
H -1.776 2.979 0.615 -0.1 0.0 -0.2
H 4.077 2.108 2.300 -0.1 0.0 0.1
H 5.940 -1.398 -5.114 -0.1 0.1 0.1
H 1.617 -3.400 -6.433 0.0 0.0 0.0
```
Positions in Å, forces in eV/Å.



Record-wise largest force on an atom values, in Eh/bohr: 0.0476 0.0796